# 1
The following is a quantum chemistry calculation of a 2-piece molecular cluster, CH2BrClO2S3 overall at a distorted geometry, from the Open Molecules 2025 dataset.

Results
**HOMO energy**: -0.3415 hartree
**Orbital gap**: 7.94 eV
**LUMO level**: -1.35 eV
**E**: -120234.569 eV

```
10
Properties=species:S:1:pos:R:3:mulliken_charge:R:1
C -1.304 0.789 0.070 -0.005
O 0.337 -1.486 -1.320 -0.343
O 1.184 -2.600 0.702 -0.332
S -0.279 2.065 0.789 0.006
S 1.480 1.139 0.994 -0.024
S 0.981 -2.616 -0.721 0.652
Cl -1.973 -0.313 1.312 -0.162
Br 2.637 1.489 -0.829 -0.073
H -2.179 1.452 -0.422 0.268
H -0.884 0.081 -0.574 0.014
```


# 2
The following is a quantum chemistry calculation of a 2-piece molecular cluster, CH2BrF2P overall at a distorted geometry, from the Open Molecules 2025 dataset.

Results
**HOMO energy (spin up / spin down)**: -0.3323 / -0.3728 hartree
**Orbital gap (spin up / spin down)**: 8.19 / 8.43 eV
**LUMO level (spin up / spin down)**: -0.85 / -1.72 eV
**E**: -85832.025 eV

```
7
Properties=species:S:1:pos:R:3:mulliken_charge:R:1
C -0.561 -0.008 -0.571 0.209
F -1.689 0.568 -0.992 -0.205
F 0.160 -0.336 -1.674 -0.240
P 0.743 0.928 0.478 0.089
Br -0.531 0.893 2.203 -0.106
H -0.748 -1.061 -0.102 0.246
H 2.627 -0.985 0.658 0.008
```


# 3
The following is a quantum chemistry calculation of a 2-piece molecular cluster, CH2BrFO overall at a distorted geometry, from the Open Molecules 2025 dataset.

Results
**2S+1**: 3
**HOMO energy (spin up / spin down)**: -0.4073 / -0.3960 hartree
**Orbital gap (spin up / spin down)**: 11.97 / 7.19 eV
**LUMO level (spin up / spin down)**: 0.89 / -3.58 eV
**<S²>**: 2.01
**E**: -75873.126 eV

```
6
Properties=species:S:1:pos:R:3:mulliken_charge:R:1
C 0.162 -0.197 0.496 0.016
O 0.360 -0.372 -0.743 -0.300
F -1.045 -0.617 1.152 -0.252
Br -1.032 1.150 -2.627 0.011
H 1.038 -0.791 0.997 0.226
H 0.517 0.829 0.725 0.299
```


# 4
The following is a quantum chemistry calculation of one molecule with the formula CH2BrN3 at a distorted geometry, from the Open Molecules 2025 dataset.

Results
**HOMO energy**: -0.3726 hartree
**Orbital gap**: 8.69 eV
**LUMO level**: -1.45 eV
**Structure (SMILES)**: N#CN(N)Br
**E**: -75578.717 eV

```
7
Properties=species:S:1:pos:R:3:mulliken_charge:R:1
N -1.167 2.192 -0.387 -0.316
C -0.693 1.276 0.087 0.396
N -0.138 -0.045 0.520 -0.186
N 1.062 -0.436 0.127 -0.286
Br -1.711 -1.378 -0.047 -0.099
H 1.085 -0.434 -0.867 0.246
H 1.560 -1.176 0.567 0.244
```


# 5
The following is a quantum chemistry calculation of one molecule with the formula CH2BrNO at a distorted geometry, from the Open Molecules 2025 dataset.

Results
**HOMO energy**: -0.3858 hartree
**Orbital gap**: 11.11 eV
**LUMO level**: 0.61 eV
**Structure (SMILES)**: NC(=O)Br
**E**: -74649.442 eV

```
6
Properties=species:S:1:pos:R:3:mulliken_charge:R:1
N 0.372 0.137 0.204 -0.453
C 1.615 0.936 0.105 0.592
O 1.726 2.084 -0.069 -0.389
Br 3.041 -0.344 0.000 -0.218
H -0.436 0.522 -0.262 0.234
H 0.620 -0.808 0.536 0.235
```


# 6
The following is a quantum chemistry calculation of one molecule with the formula CH2BrP at a distorted geometry, from the Open Molecules 2025 dataset.

Results
**HOMO energy**: -0.3463 hartree
**Orbital gap**: 9.23 eV
**LUMO level**: -0.19 eV
**Structure (SMILES)**: [H]/P=C/Br
**E**: -80398.526 eV

```
5
Properties=species:S:1:pos:R:3:mulliken_charge:R:1
H 0.097 -0.640 1.879 0.029
P -0.039 0.598 1.126 -0.045
C 0.055 0.043 -0.450 -0.164
Br -0.193 1.236 -1.897 -0.080
H 0.080 -1.238 -0.657 0.261
```


# 7
The following is a quantum chemistry calculation of a 2-piece molecular cluster, CH2BrPSi overall at a distorted geometry, from the Open Molecules 2025 dataset.

Results
**HOMO energy**: -0.2996 hartree
**Orbital gap**: 6.79 eV
**LUMO level**: -1.36 eV
**E**: -88272.852 eV

```
6
Properties=species:S:1:pos:R:3:mulliken_charge:R:1
C 3.913 3.552 0.743 0.182
Si 0.015 0.931 -0.127 0.211
P 2.752 2.514 0.728 -0.210
Br 5.218 4.735 0.149 -0.045
H -1.041 -0.045 0.112 -0.083
H 0.379 1.124 -1.549 -0.055
```


# 8
The following is a quantum chemistry calculation of one molecule with the formula CH2Cl2 at a distorted geometry, from the Open Molecules 2025 dataset.

Results
**HOMO energy**: -0.4077 hartree
**Orbital gap**: 11.77 eV
**LUMO level**: 0.68 eV
**Structure (SMILES)**: ClCCl
**E**: -26113.999 eV

```
5
Properties=species:S:1:pos:R:3:mulliken_charge:R:1
Cl 1.257 -0.620 -1.121 -0.141
C -0.039 -0.089 0.057 -0.247
Cl -0.189 1.684 0.527 -0.151
H -0.989 -0.295 -0.437 0.250
H -0.040 -0.679 0.973 0.289
```


# 9
The following is a quantum chemistry calculation of a 2-piece molecular cluster, CH2Cl2FPS overall at a distorted geometry, from the Open Molecules 2025 dataset.

Results
**HOMO energy (spin up / spin down)**: -0.3647 / -0.2973 hartree
**Orbital gap (spin up / spin down)**: 8.75 / 5.81 eV
**LUMO level (spin up / spin down)**: -1.17 / -2.28 eV
**E**: -48954.230 eV

```
8
Properties=species:S:1:pos:R:3:mulliken_charge:R:1
C -1.814 -0.019 0.234 -0.143
F -1.315 0.302 1.475 -0.242
P 2.900 0.338 -1.030 0.267
S -0.392 0.037 -1.007 -0.094
Cl 2.605 1.375 0.674 -0.137
Cl 2.609 -1.536 -0.579 -0.113
H -1.951 -1.159 0.180 0.190
H -2.642 0.662 0.052 0.273
```


# 10
The following is a quantum chemistry calculation of one molecule with the formula CH2Cl2N2 at a distorted geometry, from the Open Molecules 2025 dataset.

Results
**HOMO energy**: -0.3596 hartree
**Orbital gap**: 9.46 eV
**LUMO level**: -0.32 eV
**Structure (SMILES)**: [H]/N=C/N(Cl)Cl
**E**: -29091.598 eV

```
7
Properties=species:S:1:pos:R:3:mulliken_charge:R:1
H 0.778 0.846 0.354 0.234
N -0.219 0.988 0.267 -0.553
C -0.934 -0.019 -0.181 0.085
N -2.278 0.052 -0.435 -0.064
Cl -3.055 1.493 0.033 -0.021
Cl -3.057 -1.406 0.143 -0.043
H -0.409 -0.905 -0.322 0.362
```


# 11
The following is a quantum chemistry calculation of one molecule with the formula CH2Cl2O2 at a distorted geometry, from the Open Molecules 2025 dataset.

Results
**HOMO energy**: -0.3562 hartree
**Orbital gap**: 10.26 eV
**LUMO level**: 0.57 eV
**Structure (SMILES)**: OOC(Cl)Cl
**E**: -30204.737 eV

```
7
Properties=species:S:1:pos:R:3:mulliken_charge:R:1
O -0.051 0.340 -1.808 -0.329
O -0.038 -0.662 -0.919 -0.220
C -0.095 -0.132 0.768 0.137
Cl 0.525 -1.578 1.477 -0.105
Cl -1.650 0.308 1.158 -0.069
H 0.586 1.019 -1.571 0.317
H 0.723 0.704 0.894 0.268
```


# 12
The following is a quantum chemistry calculation of a 2-piece molecular cluster, CH2Cl2OSi overall at a distorted geometry, from the Open Molecules 2025 dataset.

Results
**2S+1**: 3
**HOMO energy (spin up / spin down)**: -0.2386 / -0.4100 hartree
**Orbital gap (spin up / spin down)**: 6.46 / 8.91 eV
**LUMO level (spin up / spin down)**: -0.04 / -2.24 eV
**<S²>**: 2.00
**E**: -36037.060 eV

```
7
Properties=species:S:1:pos:R:3:mulliken_charge:R:1
C 1.563 -0.341 -0.373 -0.101
O 2.119 0.623 -0.797 -0.290
Si -0.957 0.137 0.321 0.484
Cl -1.388 0.751 -1.487 -0.140
Cl -2.445 -1.035 1.189 -0.259
H 2.034 -1.231 -0.250 0.390
H -0.927 1.097 1.396 -0.083
```


- The lowest E belongs to which entry?
  CH2BrClO2S3


- The lowest E belongs to which entry?
  CH2BrClO2S3